Density functional theory data (ωB97M-V/def2-TZVPD) for a cluster of 3 separate species, C6H13NO3S in total.

Atoms and positions in Å:
1 C -1.059 -1.350 0.933
2 C -1.080 -1.287 -0.392
3 C -0.165 -2.297 1.710
4 C -1.372 2.395 -0.948
5 C -0.094 1.954 -0.163
6 C 0.840 1.026 -0.977
7 N 0.523 0.803 -2.258
8 O 3.486 -1.051 2.511
9 O 1.844 0.620 -0.452
10 O 2.555 -2.152 0.643
11 S 2.662 -0.890 1.341
12 H -1.657 -0.672 1.546
13 H -0.521 -1.984 -1.019
14 H -0.693 -3.085 2.069
15 H 0.413 -1.915 2.567
16 H 0.454 -2.737 0.989
17 H -1.962 3.034 -0.133
18 H -1.037 3.152 -1.684
19 H -2.039 1.542 -1.229
20 H -0.496 1.380 0.653
21 H 0.404 2.893 0.311
22 H 1.160 0.151 -2.622
23 H -1.810 -0.724 -0.725
24 H -0.356 1.195 -2.669

The value obtained for the orbital gap is 9.6 eV. The net charge is 0. The HOMO energy comes out at -9.916 eV.

=====

Density functional theory data (ωB97M-V/def2-TZVPD) for a structure of composition C26H29AuCl3IN2OSSi2.

Atoms and positions in Å:
1 Au 0.261 0.133 0.239
2 C -1.915 -2.706 -1.111
3 Si -1.213 -1.054 -1.592
4 C -2.539 0.204 -1.949
5 C 0.005 -1.230 -3.007
6 C -0.334 -2.041 -4.099
7 C 0.543 -2.235 -5.155
8 C 1.791 -1.621 -5.128
9 C 2.139 -0.835 -4.040
10 C 1.255 -0.634 -2.974
11 Si 1.818 0.379 -1.508
12 C 3.546 -0.160 -1.036
13 C 1.921 2.176 -2.027
14 H -2.421 -3.164 -1.965
15 H -2.636 -2.602 -0.300
16 H -1.124 -3.383 -0.783
17 H -3.196 -0.170 -2.741
18 H -2.108 1.149 -2.283
19 H -3.151 0.390 -1.065
20 H -1.311 -2.515 -4.134
21 H 0.254 -2.852 -5.996
22 H 2.482 -1.756 -5.950
23 H 3.116 -0.362 -4.024
24 H 4.247 0.033 -1.851
25 H 3.581 -1.225 -0.798
26 H 3.892 0.392 -0.160
27 H 2.708 2.303 -2.776
28 H 2.161 2.812 -1.172
29 H 0.979 2.523 -2.457
30 I 0.855 1.829 2.266
31 Cl -0.040 -1.508 8.567
32 C -0.979 -0.581 7.440
33 C -0.350 0.107 6.421
34 C -1.121 0.854 5.544
35 C -2.505 0.927 5.658
36 C -3.273 1.780 4.668
37 C -4.133 0.938 3.717
38 N -3.286 0.082 2.907
39 C -2.883 -1.200 3.203
40 C -1.975 -1.539 2.247
41 N -1.818 -0.485 1.374
42 C -2.610 0.467 1.809
43 O -4.130 2.696 5.321
44 C -3.662 4.038 5.247
45 C -3.687 4.562 3.837
46 C -4.824 4.713 3.102
47 Cl -6.424 4.387 3.626
48 S -4.520 5.288 1.515
49 C -2.834 5.332 1.816
50 C -2.534 4.921 3.075
51 C -3.107 0.216 6.698
52 Cl -4.827 0.245 6.956
53 C -2.354 -0.532 7.589
54 H 0.725 0.067 6.309
55 H -0.628 1.400 4.749
56 H -2.539 2.316 4.057
57 H -4.703 1.606 3.072
58 H -4.830 0.339 4.296
59 H -3.264 -1.736 4.055
60 H -1.440 -2.464 2.118
61 H -2.732 1.439 1.354
62 H -2.647 4.112 5.651
63 H -4.339 4.608 5.882
64 H -2.162 5.651 1.037
65 H -1.526 4.874 3.465
66 H -2.841 -1.069 8.391

The value obtained for the orbital gap is 8.3 eV. The net charge is 0. The HOMO energy comes out at -8.120 eV.

=====

Density functional theory data (ωB97M-V/def2-TZVPD) for a cluster of 2 separate species, C6H8O8 in total.

Atoms and positions in Å:
1 C -2.250 0.984 -0.095
2 C -2.038 -1.465 -0.111
3 C 3.037 -0.391 0.974
4 C 1.814 -0.279 -0.047
5 C -1.719 -0.159 -0.639
6 C 0.703 0.783 0.396
7 O -3.207 0.932 0.833
8 O -2.959 -1.531 0.858
9 O -1.949 2.265 -0.502
10 O -1.527 -2.498 -0.631
11 O 2.196 -0.038 -1.387
12 O -0.869 -0.187 -1.757
13 O 0.588 1.714 -0.416
14 O 0.287 0.757 1.551
15 H 3.865 -0.997 0.746
16 H 3.434 0.560 1.071
17 H 2.540 -0.636 1.863
18 H 1.245 -1.182 0.121
19 H 1.827 0.842 -1.368
20 H -0.922 -1.135 -1.917
21 H -0.851 2.156 -0.548
22 H -3.246 -0.495 1.005

The value obtained for the orbital gap is 5.8 eV. The net charge is -2. The HOMO energy comes out at 0.300 eV.

=====

Density functional theory data (ωB97M-V/def2-TZVPD) for a structure of composition C43H30Cl5MoN7O.

Atoms and positions in Å:
1 Mo -0.012 0.737 0.996
2 C -4.442 0.412 1.122
3 C -3.150 0.907 0.873
4 N -2.109 0.532 1.583
5 C -2.280 -0.319 2.639
6 C -3.531 -0.876 2.941
7 C -4.623 -0.491 2.131
8 C -3.639 -1.761 4.042
9 C -2.533 -2.019 4.797
10 C -1.281 -1.425 4.519
11 C -1.125 -0.569 3.450
12 N -0.010 0.144 3.048
13 C 0.853 0.781 3.907
14 C 1.357 0.357 5.121
15 C 2.187 1.196 5.897
16 C 2.535 2.450 5.487
17 C 2.079 2.915 4.229
18 C 2.392 4.188 3.702
19 C 1.940 4.543 2.463
20 C 1.181 3.622 1.721
21 N 0.863 2.435 2.190
22 C 1.276 2.073 3.441
23 H -5.262 0.738 0.498
24 H -2.951 1.595 0.062
25 H -5.602 -0.911 2.330
26 H -4.595 -2.214 4.271
27 H -2.604 -2.700 5.636
28 H -0.446 -1.674 5.152
29 H 1.143 -0.635 5.485
30 H 2.553 0.822 6.844
31 H 3.160 3.090 6.098
32 H 2.989 4.872 4.294
33 H 2.162 5.510 2.034
34 H 0.841 3.853 0.720
35 Cl 1.509 -2.276 1.841
36 C 0.108 -2.448 0.809
37 C -0.423 -1.318 0.182
38 C -1.404 -1.604 -0.780
39 Cl -1.971 -0.359 -1.850
40 C -1.949 -2.876 -0.962
41 Cl -3.219 -3.148 -2.092
42 C -1.451 -3.948 -0.229
43 Cl -2.112 -5.526 -0.433
44 C -0.386 -3.741 0.641
45 Cl 0.286 -5.076 1.498
46 C -2.357 -4.360 -5.733
47 C -1.201 -3.625 -5.113
48 C -0.758 -3.948 -3.835
49 C 0.302 -3.275 -3.258
50 C 0.933 -2.240 -3.940
51 N 1.943 -1.541 -3.241
52 C 2.951 -0.800 -3.782
53 O 3.168 -0.656 -4.965
54 N 3.804 -0.214 -2.840
55 C 3.597 0.072 -1.492
56 C 4.693 0.196 -0.641
57 C 4.485 0.481 0.694
58 C 3.191 0.626 1.160
59 N 2.138 0.538 0.346
60 C 2.332 0.279 -0.950
61 C 0.517 -1.908 -5.222
62 C -0.539 -2.607 -5.790
63 H -3.115 -4.593 -4.984
64 H -2.033 -5.306 -6.175
65 H -2.824 -3.769 -6.520
66 H -1.234 -4.748 -3.282
67 H 0.638 -3.541 -2.260
68 H 2.005 -1.765 -2.261
69 H 4.658 0.116 -3.261
70 H 5.694 0.050 -1.028
71 H 5.316 0.571 1.379
72 H 2.991 0.807 2.206
73 H 1.439 0.260 -1.559
74 H 1.010 -1.117 -5.765
75 H -0.863 -2.339 -6.789
76 N -0.418 1.878 -0.350
77 C -0.674 2.943 -1.128
78 C -1.373 4.076 -0.646
79 C -1.601 5.168 -1.464
80 C -1.172 5.177 -2.786
81 C -0.515 4.054 -3.284
82 C -0.271 2.955 -2.485
83 H -1.720 4.072 0.382
84 H -2.132 6.025 -1.065
85 H -1.352 6.035 -3.419
86 H -0.186 4.037 -4.316
87 H 0.227 2.080 -2.886

The value obtained for the orbital gap (spin up / spin down) is 5.4 / 6.7 eV. The net charge is 0. The spin multiplicity is 3. The HOMO energy (spin up / spin down) comes out at -5.774 / -7.418 eV.

=====

Density functional theory data (ωB97M-V/def2-TZVPD) for a structure of composition C4H7NO2.

Atoms and positions in Å:
1 C -1.349 -0.153 -0.810
2 C -0.386 0.679 0.016
3 C 1.031 -0.040 1.385
4 C 0.970 0.223 -0.062
5 H -0.930 -1.909 -2.258
6 H -0.908 0.456 -1.789
7 H -2.373 0.185 -0.290
8 H -0.628 1.844 -0.180
9 H -1.000 0.930 2.212
10 H 1.647 0.659 2.029
11 H 1.422 -1.084 2.023
12 N -0.351 0.406 1.345
13 O -1.201 -1.568 -0.808
14 O 1.655 0.547 -0.985

The value obtained for the orbital gap is 7.6 eV. The net charge is 0. The HOMO energy comes out at -8.401 eV.

=====

Density functional theory data (ωB97M-V/def2-TZVPD) for a structure of composition C29H32ClCrN5O6S2.

Atoms and positions in Å:
1 Cr -3.060 0.514 -0.265
2 O -3.410 8.091 -0.370
3 C -4.079 7.474 0.633
4 O -4.755 8.121 1.384
5 C -3.920 5.996 0.738
6 C -4.876 5.294 1.464
7 C -4.800 3.923 1.601
8 C -3.734 3.208 1.035
9 C -2.775 3.920 0.306
10 C -2.868 5.289 0.157
11 N -3.599 1.827 1.165
12 C -4.229 1.174 2.162
13 C -4.089 -0.223 2.243
14 C -4.610 -1.031 3.279
15 C -4.328 -2.369 3.293
16 C -3.530 -2.931 2.279
17 C -3.078 -2.103 1.278
18 N -3.346 -0.797 1.248
19 H -3.033 7.438 -0.969
20 H -5.695 5.845 1.906
21 H -5.589 3.399 2.122
22 H -1.955 3.387 -0.152
23 H -2.082 5.796 -0.391
24 H -4.787 1.702 2.922
25 H -5.218 -0.577 4.050
26 H -4.720 -2.996 4.083
27 H -3.289 -3.984 2.263
28 H -2.491 -2.483 0.450
29 C 1.428 -1.791 2.007
30 C 2.662 -2.170 1.171
31 C 3.684 -1.036 1.317
32 C 3.243 -3.445 1.797
33 C 2.286 -2.433 -0.330
34 O 1.010 -3.088 -0.404
35 C 3.259 -3.360 -1.096
36 C 4.723 -2.968 -1.339
37 C 4.925 -1.826 -2.306
38 C 5.619 -0.680 -1.935
39 C 5.775 0.385 -2.812
40 C 5.233 0.297 -4.081
41 Cl 5.412 1.625 -5.185
42 C 4.557 -0.843 -4.488
43 C 4.412 -1.895 -3.599
44 C 2.071 -1.168 -1.178
45 N 0.971 -0.330 -0.727
46 C -0.331 -0.584 -0.746
47 N -0.979 0.435 -0.198
48 C 0.006 1.315 0.125
49 N 1.202 0.882 -0.176
50 H 1.750 -1.621 3.037
51 H 0.680 -2.583 2.019
52 H 0.948 -0.875 1.672
53 H 4.017 -0.988 2.356
54 H 3.254 -0.068 1.064
55 H 4.568 -1.184 0.700
56 H 3.391 -3.287 2.866
57 H 4.207 -3.722 1.369
58 H 2.570 -4.301 1.694
59 H 1.080 -3.946 0.030
60 H 2.780 -3.542 -2.061
61 H 3.249 -4.325 -0.584
62 H 5.219 -3.857 -1.741
63 H 5.235 -2.747 -0.403
64 H 6.048 -0.608 -0.943
65 H 6.310 1.276 -2.514
66 H 4.153 -0.900 -5.490
67 H 3.885 -2.785 -3.925
68 H 1.850 -1.482 -2.197
69 H 2.946 -0.526 -1.205
70 H -0.774 -1.469 -1.167
71 H -0.168 2.260 0.609
72 O -3.117 -0.838 -1.820
73 S -4.216 0.093 -2.311
74 O -4.966 0.295 -1.010
75 O -4.953 -0.323 -3.450
76 S -3.170 1.828 -2.321

The value obtained for the orbital gap (spin up / spin down) is 6.5 / 7.5 eV. The net charge is 0. The spin multiplicity is 5. The HOMO energy (spin up / spin down) comes out at -6.420 / -8.550 eV.

=====

no.,DFT total energy (Ha),strongest force on any atom (eV Å⁻¹)
1,-915.0043,5.017
2,-3984.1653,2.187
3,-835.3867,3.610
4,-4484.4215,0.308
5,-361.5656,8.568
6,-4150.6533,0.520